#a
Molecular formula: C3H4N4O2
Method: DFT, wB97M-V/def2-TZVPD

Cartesian coordinates (Å):
1 C -1.385 0.525 -0.855
2 C -0.297 -0.084 -1.113
3 C -0.037 -0.798 1.663
4 N -1.568 1.855 -0.734
5 N -0.560 2.568 -0.879
6 N 0.776 -1.607 1.376
7 N 2.022 -1.646 0.687
8 O 0.803 -0.367 -1.385
9 O -0.907 -0.208 2.146
10 H -2.168 -0.042 -0.586
11 H -0.871 3.601 -0.798
12 H 1.935 -1.086 -0.079
13 H 2.258 -2.712 0.556

Values from the calculation:
HOMO level ... -9.20 eV
LUMO energy ... -0.12 eV
Kohn-Sham gap ... 9.073 eV
SMILES string ... [H]/N=N/C=C=O.NN=C=O

#b
Molecular formula: C3H4N4O2
Method: DFT, wB97M-V/def2-TZVPD

Cartesian coordinates (Å):
1 C 1.586 -0.421 -0.705
2 C 0.826 -1.675 0.927
3 C 0.333 0.094 -0.245
4 N 1.794 -1.560 0.035
5 N -0.101 -0.767 0.759
6 N -0.436 1.219 -0.596
7 N -1.745 1.404 -0.273
8 O -2.214 0.766 0.668
9 O -2.283 2.269 -0.899
10 H 2.363 -0.036 -1.361
11 H 0.608 -2.510 1.570
12 H -0.661 -0.555 1.578
13 H -0.068 1.772 -1.457

Values from the calculation:
HOMO level (spin up / spin down) ... -8.65 / -8.65 eV
LUMO energy (spin up / spin down) ... 0.21 / 0.21 eV
Kohn-Sham gap (spin up / spin down) ... 8.861 / 8.860 eV
SMILES string ... O=[N+]([O-])Nc1cnc[nH]1

Energies relative to the most stable structure, in eV: #a 0.864; #b 0.000.

#a
Molecular formula: C3H5NO2S2
Method: DFT, wB97M-V/def2-TZVPD

Cartesian coordinates (Å):
1 C 2.695 -0.760 0.154
2 C 0.154 0.206 -0.004
3 C -2.936 0.278 0.207
4 H 2.921 -0.342 1.133
5 H 2.172 -1.716 0.294
6 H 3.612 -0.961 -0.407
7 H -0.610 1.792 -1.064
8 H -3.733 0.623 0.845
9 N -0.898 0.930 -0.647
10 O -0.030 -0.502 0.958
11 O -1.955 1.223 0.243
12 S 1.642 0.231 -0.960
13 S -3.033 -1.001 -0.751

Values from the calculation:
HOMO level ... -9.02 eV
LUMO energy ... 0.37 eV
Kohn-Sham gap ... 9.387 eV
SMILES string ... CSC(=O)NOC=S

#b
Molecular formula: C3H5NO2S2
Method: DFT, wB97M-V/def2-TZVPD

Cartesian coordinates (Å):
1 C 1.781 -0.480 0.904
2 C -0.398 0.082 -0.604
3 C -1.765 -0.343 -0.429
4 H 1.323 -0.101 1.718
5 H 2.232 -1.477 1.424
6 H 2.664 0.017 0.459
7 H 0.820 2.924 -0.313
8 H -2.867 -1.859 -0.432
9 N -0.420 1.455 -0.637
10 O 0.830 1.991 -0.800
11 O -1.981 -1.452 -1.112
12 S 0.898 -1.102 -0.533
13 S -3.121 0.346 0.356

Values from the calculation:
HOMO level ... -8.69 eV
LUMO energy ... -0.83 eV
Kohn-Sham gap ... 7.862 eV
SMILES string ... CS/C(=N\O)C(O)=S

#c
Molecular formula: C3H5NO2S2
Method: DFT, wB97M-V/def2-TZVPD

Cartesian coordinates (Å):
1 C 2.050 -0.403 0.760
2 C -0.093 0.200 -0.086
3 C -0.377 -1.296 -0.136
4 N 1.180 0.536 0.593
5 O 3.298 -0.225 -1.215
6 O 4.156 1.375 0.430
7 S 1.281 -1.974 0.176
8 S 3.939 -0.041 0.089
9 H 0.204 0.639 -1.111
10 H -0.971 0.617 0.436
11 H -1.078 -1.511 0.778
12 H -0.856 -1.648 -1.089
13 H 1.330 1.526 0.556

Values from the calculation:
HOMO level ... -9.09 eV
LUMO energy ... -0.08 eV
Kohn-Sham gap ... 9.010 eV
SMILES string ... O=S(=O)=C1NCCS1

Energies relative to the most stable structure, in eV: #a 0.000; #b 2.537; #c 0.595.

#a
Molecular formula: C2H8S2
Method: DFT, wB97M-V/def2-TZVPD

Cartesian coordinates (Å):
1 C 1.439 2.732 0.327
2 S -0.223 2.172 0.822
3 H 1.211 3.450 -0.577
4 H 1.886 3.427 0.961
5 H 2.139 2.014 -0.044
6 H -0.355 2.530 2.162
7 C -1.070 -1.960 -1.481
8 S -0.027 -2.619 -0.173
9 H -1.271 -2.553 -2.373
10 H -2.064 -1.522 -1.149
11 H -0.375 -1.100 -1.703
12 H 0.617 -3.725 -0.747

Values from the calculation:
Total charge ... +1
HOMO level (spin up / spin down) ... -13.57 / -12.05 eV
LUMO energy (spin up / spin down) ... -3.36 / -9.08 eV
2S+1 ... 2
Kohn-Sham gap (spin up / spin down) ... 10.212 / 2.972 eV

#b
Molecular formula: C2H8S2
Method: DFT, wB97M-V/def2-TZVPD

Cartesian coordinates (Å):
1 S -3.003 -0.816 1.397
2 H -2.644 -1.354 0.218
3 H -2.997 0.407 0.839
4 C 1.110 -0.321 0.615
5 C 1.333 0.458 -0.712
6 S 0.009 0.182 -1.867
7 H 0.706 0.351 1.361
8 H 0.386 -1.123 0.496
9 H 2.042 -0.761 0.939
10 H 2.261 0.158 -1.199
11 H 1.486 1.525 -0.542
12 H -0.689 1.296 -1.546

Values from the calculation:
Total charge ... +1
HOMO level (spin up / spin down) ... -13.33 / -13.11 eV
LUMO energy (spin up / spin down) ... -4.27 / -9.32 eV
2S+1 ... 2
Kohn-Sham gap (spin up / spin down) ... 9.064 / 3.789 eV

Energies relative to the most stable structure, in eV: #a 0.674; #b 0.000.

#a
Molecular formula: C6H6OS
Method: DFT, wB97M-V/def2-TZVPD

Cartesian coordinates (Å):
1 C 0.146 0.793 -0.144
2 C -0.352 0.073 1.150
3 C 0.103 -1.200 0.339
4 C -0.866 -1.081 -0.911
5 C -0.827 0.233 -1.169
6 C 1.167 -0.270 -0.134
7 H 1.359 2.206 0.138
8 H 0.316 0.268 2.046
9 H -1.402 0.193 1.399
10 H 0.423 -2.127 0.808
11 H -1.659 -1.779 -1.230
12 H -1.575 0.846 -1.622
13 O 0.436 2.098 -0.262
14 S 2.729 -0.251 -0.406

Values from the calculation:
HOMO level ... -8.82 eV
LUMO energy ... 0.18 eV
Kohn-Sham gap ... 8.997 eV

#b
Molecular formula: C6H6OS
Method: DFT, wB97M-V/def2-TZVPD

Cartesian coordinates (Å):
1 C -1.630 -1.202 0.010
2 C -0.555 -0.209 -0.116
3 C -0.331 0.847 -0.940
4 C 0.934 1.363 -0.302
5 C 0.672 -0.134 0.914
6 C 1.720 0.050 -0.020
7 H -1.012 -2.149 -0.179
8 H -2.522 -0.934 -0.740
9 H -2.036 -1.122 1.130
10 H -0.864 1.320 -1.706
11 H 1.120 2.377 -0.790
12 H 0.563 -0.897 1.771
13 O 0.761 1.304 1.161
14 S 3.179 -0.612 -0.192

Values from the calculation:
HOMO level ... -8.73 eV
LUMO energy ... 0.18 eV
Kohn-Sham gap ... 8.914 eV

Energies relative to the most stable structure, in eV: #a 0.000; #b 1.426.

#a
Molecular formula: C2H4N2S2
Method: DFT, wB97M-V/def2-TZVPD

Cartesian coordinates (Å):
1 C 0.031 -0.802 0.798
2 C 1.193 -0.152 0.045
3 H -2.250 -0.166 -1.231
4 H -0.772 0.777 -1.075
5 H 0.297 -1.191 1.760
6 H 0.190 1.894 0.665
7 N -1.306 -0.122 -0.867
8 N -1.135 -0.811 0.264
9 S 1.295 1.614 0.006
10 S 2.456 -1.041 -0.365

Values from the calculation:
HOMO level ... -8.90 eV
LUMO energy ... -0.57 eV
Kohn-Sham gap ... 8.329 eV
SMILES string ... N/N=C\C(=S)S

#b
Molecular formula: C2H4N2S2
Method: DFT, wB97M-V/def2-TZVPD

Cartesian coordinates (Å):
1 C 0.405 -1.226 -0.635
2 C 0.460 0.872 -1.079
3 N -0.551 -1.974 -0.122
4 N 0.756 1.888 -0.291
5 S 0.837 -1.477 -2.282
6 S 1.617 0.463 -2.301
7 H -0.794 -1.836 0.848
8 H -1.073 -2.690 -0.614
9 H 1.614 2.429 -0.326
10 H 0.089 2.165 0.410

Values from the calculation:
HOMO level ... -6.97 eV
LUMO energy ... 0.40 eV
Kohn-Sham gap ... 7.366 eV
SMILES string ... NC#S#S#CN

#c
Molecular formula: C2H4N2S2
Method: DFT, wB97M-V/def2-TZVPD

Cartesian coordinates (Å):
1 C -0.875 0.698 -0.024
2 C -1.540 -0.433 0.067
3 N 1.768 -0.764 0.070
4 N 1.698 0.400 0.043
5 S 2.391 1.820 -0.018
6 S 1.038 -2.110 -0.060
7 H -0.594 1.161 -1.050
8 H -0.450 1.157 0.893
9 H -1.696 -0.898 0.954
10 H -1.741 -1.031 -0.875

Values from the calculation:
HOMO level ... -8.61 eV
LUMO energy ... -1.28 eV
Kohn-Sham gap ... 7.336 eV
SMILES string ... S=NN=S.C=C

Energies relative to the most stable structure, in eV: #a 0.000; #b 1.387; #c 2.122.

#a
Molecular formula: C2H4N2S2
Method: DFT, wB97M-V/def2-TZVPD

Cartesian coordinates (Å):
1 C 0.382 2.560 2.783
2 C -0.552 -1.166 -1.047
3 N -0.053 1.552 3.137
4 N -0.890 0.718 3.353
5 S 0.086 -0.907 0.858
6 S -0.436 -0.865 3.042
7 H 1.000 3.420 2.803
8 H -1.455 -0.513 -1.169
9 H -0.922 -2.212 -1.137
10 H 0.479 -0.766 -1.390

Values from the calculation:
HOMO level ... -8.41 eV
LUMO energy ... -0.74 eV
Kohn-Sham gap ... 7.662 eV

#b
Molecular formula: C2H4N2S2
Method: DFT, wB97M-V/def2-TZVPD

Cartesian coordinates (Å):
1 C -0.848 -0.565 0.394
2 C 0.629 1.290 -0.184
3 H 1.923 -1.968 -1.399
4 H -0.599 -1.103 1.489
5 H -2.750 -0.289 0.579
6 H 1.784 1.327 0.059
7 N 0.418 -0.095 -0.169
8 N -1.944 -0.156 -0.330
9 S 1.859 -1.049 -0.182
10 S -0.471 2.609 -0.258

Values from the calculation:
HOMO level ... -8.61 eV
LUMO energy ... -0.15 eV
Kohn-Sham gap ... 8.463 eV
SMILES string ... [H]/N=C/N(S)C=S

Energies relative to the most stable structure, in eV: #a 1.206; #b 0.000.